Version P
Here is 3 unconnected molecules or ions with the total composition C4H12NO2 from the OMol25 dataset. Energies are from the ωB97M-V functional and the def2-TZVPD basis.

Structure (ORCA input):
```
! wB97M-V def2-TZVPD RIJCOSX def2/J DEFGRID3
* xyz 1 1
C 0.20724 -2.14095 1.14238
C 0.82670 -0.75319 0.91001
C 1.73086 -0.03512 1.52252
C 0.81755 -0.66145 -1.38496
N 0.30938 -0.20102 -0.32911
H -0.56707 -2.09211 1.92510
H -0.31778 -2.52310 0.21959
H 1.10843 -2.86096 1.52357
H 1.87038 1.06316 1.29986
H 2.27555 -0.52668 2.19124
H 0.34721 -0.28187 -2.34490
H 1.62404 -1.54926 -1.31167
H -0.38806 0.61734 -0.46524
H -0.47319 2.32297 -3.12771
H 0.53975 2.68572 -2.18635
O -0.11722 2.01257 -2.33337
H -3.12050 0.79903 1.82270
H -3.41130 1.20841 0.38485
O -2.77618 0.99853 0.98750
*
```

Summary:
Kohn-Sham gap (eV): 10.01
HOMO (eV): -14.312
LUMO energy (Ha): -0.1583


Version Q
Here is 3 unconnected molecules or ions with the total composition C4H12NO2 from the OMol25 dataset. Energies are from the ωB97M-V functional and the def2-TZVPD basis.

Structure (ORCA input):
```
! wB97M-V def2-TZVPD RIJCOSX def2/J DEFGRID3
* xyz 1 1
C 0.05337 -0.19812 1.69984
C 0.09018 0.66372 0.47212
C 0.09872 1.97767 0.47635
C -0.35801 -1.05558 -1.07479
N 0.34471 -0.04498 -0.79098
H 0.51362 -1.17327 1.59098
H 0.47820 0.36308 2.52451
H -0.99371 -0.37454 1.95824
H -0.01222 2.63080 -0.38512
H 0.06942 2.59577 1.36754
H -0.07802 -1.76736 -1.84744
H -1.32475 -1.28673 -0.60886
H 1.29796 0.18764 -1.12714
H -3.47709 -0.39060 -1.50833
H -3.73843 -1.39774 -0.46318
O -3.15306 -0.64227 -0.63130
H 3.61452 -0.71685 -0.27212
H 3.59150 0.67178 -0.80546
O 2.98307 -0.04243 -0.57487
*
```

Summary:
Kohn-Sham gap (eV): 9.63
HOMO (eV): -13.961
LUMO energy (Ha): -0.1591


Version R
Here is 3 unconnected molecules or ions with the total composition C4H12NO2 from the OMol25 dataset. Energies are from the ωB97M-V functional and the def2-TZVPD basis.

Structure (ORCA input):
```
! wB97M-V def2-TZVPD RIJCOSX def2/J DEFGRID3
* xyz 1 1
C 2.11573 2.45885 -1.00271
C 1.18123 1.48682 -0.36698
C 1.38378 0.19095 -0.20212
N 0.35292 -0.60303 0.40665
C 0.48796 -1.81187 0.76054
H 2.57636 2.03464 -1.89389
H 1.58825 3.35600 -1.31345
H 2.91941 2.75255 -0.33389
H 0.25652 1.90121 0.00079
H 2.19258 -0.45978 -0.51389
H -0.41929 -0.08533 0.86117
H -0.31546 -2.29852 1.30008
H 1.33053 -2.35831 0.33846
H -2.80968 -3.38971 -0.99443
H -3.21867 -2.00603 -0.59429
O -2.45224 -2.59091 -0.58522
H -2.30455 1.07431 1.88198
H -2.73788 -0.19828 1.16160
O -2.12749 0.54645 1.08960
*
```

Summary:
Kohn-Sham gap (eV): 9.60
HOMO (eV): -14.008
LUMO energy (Ha): -0.1621


Winner for stability: version R


Version P
Here is 2 unconnected molecules or ions with the total composition C7H12N2O2 from the OMol25 dataset. Energies are from the ωB97M-V functional and the def2-TZVPD basis.

Structure (ORCA input):
```
! wB97M-V def2-TZVPD RIJCOSX def2/J DEFGRID3
* xyz 0 1
C 0.55031 1.99091 -0.05685
C -0.74468 -1.52813 -0.52551
C -1.32141 0.17126 1.24862
C -1.98344 0.57586 -1.12902
C 2.20368 -0.12189 1.07269
C 0.33677 0.70936 -0.54567
C -0.89956 -0.04210 -0.20608
N 0.70123 3.05411 0.36083
N 2.90761 -0.64971 0.00536
O 3.69768 0.07550 -0.58651
O 2.67295 -1.80971 -0.31883
H 0.04511 -1.97853 0.07096
H -0.49507 -1.67735 -1.57367
H -1.67652 -2.04936 -0.31707
H -0.56712 -0.21235 1.92933
H -1.46386 1.22711 1.46154
H -2.25525 -0.35013 1.44393
H -2.94420 0.12159 -0.89276
H -2.05720 1.64944 -0.96546
H -1.75999 0.39584 -2.17734
H 1.64353 -0.81287 1.67643
H 2.50884 0.83962 1.44834
H 0.90057 0.42155 -1.42327
*
```

Summary:
Kohn-Sham gap (alpha / beta) (eV): 8.60 / 7.35
HOMO (alpha / beta) (eV): -10.194 / -9.421
LUMO energy (alpha / beta) (Ha): -0.0587 / -0.0761


Version Q
Here is C7H12N2O2 in the gas phase from the OMol25 dataset. Energies are from the ωB97M-V functional and the def2-TZVPD basis.

Structure (ORCA input):
```
! wB97M-V def2-TZVPD RIJCOSX def2/J DEFGRID3
* xyz 0 1
C 1.86401 -1.05622 -0.40891
C 0.80286 -1.87980 0.06418
C 1.58312 1.14932 0.59915
C -1.09981 -0.44212 -0.64490
C 0.74190 0.60668 1.74289
C -0.67571 0.09016 -1.79367
C -2.48870 -0.26858 -0.13252
N -0.47863 -1.36847 0.11435
N 2.06166 0.26181 -0.23575
O 3.25945 0.63036 -1.00962
O 0.98160 -3.08899 0.14020
H 2.58145 -1.56886 -1.02928
H 1.62529 2.22002 0.32671
H -0.39219 0.59121 1.50156
H 0.83169 1.41964 2.51714
H 1.05837 -0.31597 2.08046
H 0.30827 -0.03487 -2.20881
H 3.45263 -0.05217 -1.59196
H -1.18885 0.99501 -2.16332
H -2.46626 -0.78869 0.87498
H -3.18213 -0.73325 -0.86379
H -2.73086 0.89086 -0.08932
H -1.03437 -1.75462 0.88224
*
```

Summary:
Kohn-Sham gap (alpha / beta) (eV): 7.96 / 7.96
HOMO (alpha / beta) (eV): -7.719 / -7.718
LUMO energy (alpha / beta) (Ha): 0.0088 / 0.0087


Version R
Here is a molecular structure, C7H12N2O2 from the OMol25 dataset. Energies are from the ωB97M-V functional and the def2-TZVPD basis.

Structure (ORCA input):
```
! wB97M-V def2-TZVPD RIJCOSX def2/J DEFGRID3
* xyz 0 1
C 1.19928 1.15418 -1.02768
C 0.77400 0.15021 -0.22741
C 0.27194 2.27206 -1.27701
C -1.11337 0.69416 -0.14322
C -1.42896 0.90160 1.38829
C -1.96684 -0.37960 -0.97005
C 0.83978 -1.71488 1.34980
N 2.31596 -1.61925 -0.49435
N 1.15588 -1.11139 0.06925
O 0.46609 3.31982 -1.82480
O -0.95528 1.85306 -0.84471
H 2.21895 1.44725 -1.24449
H -1.93495 1.90432 1.40733
H -0.49501 0.85990 1.97042
H -2.28561 0.19145 1.67170
H -3.04376 -0.13653 -0.66105
H -1.69506 -1.35666 -0.65921
H -1.88713 -0.16345 -2.02378
H -0.14127 -1.38980 1.72221
H 0.84969 -2.81238 1.29528
H 1.45893 -1.43993 2.20058
H 3.14453 -1.13801 -0.17093
H 2.25221 -1.48611 -1.50615
*
```

Summary:
Kohn-Sham gap (eV): 9.14
HOMO (eV): -8.584
LUMO energy (Ha): 0.0203


Winner for stability: version R


Version P
Here is C4H6F2 in the gas phase from the OMol25 dataset. Energies are from the ωB97M-V functional and the def2-TZVPD basis.

Structure (ORCA input):
```
! wB97M-V def2-TZVPD RIJCOSX def2/J DEFGRID3
* xyz 0 1
C 0.27440 -0.90180 1.30002
C 0.38568 -0.46382 -0.16174
F 0.46187 -1.31175 -1.09698
C 0.73668 1.00853 -0.69229
C -0.75596 0.57953 -0.34728
F -1.12024 1.17413 0.83823
H -0.40645 -0.06448 1.85485
H -0.10732 -1.91071 1.15893
H 1.43897 -0.91689 1.54864
H 1.38008 0.85810 -1.69547
H 1.39443 1.48457 0.03446
H -1.61916 0.45328 -1.16484
*
```

Summary:
SMILES: C[C@]1(F)C[C@@H]1F
Kohn-Sham gap (eV): 10.61
HOMO (eV): -9.475
LUMO energy (Ha): 0.0417


Version Q
Here is C4H6F2 in the gas phase from the OMol25 dataset. Energies are from the ωB97M-V functional and the def2-TZVPD basis.

Structure (ORCA input):
```
! wB97M-V def2-TZVPD RIJCOSX def2/J DEFGRID3
* xyz 0 1
F -2.43413 -0.36496 1.41428
C -1.17930 0.10718 1.66826
C -0.54764 0.35170 0.28240
C 0.62356 -0.19039 -0.23315
C 1.21357 -0.05691 -1.61330
F 0.57104 -0.85725 -2.49865
H -1.27855 0.94569 2.33213
H -0.58264 -0.64355 2.17759
H -1.03470 0.86839 -0.50148
H 1.16469 -0.83501 0.43659
H 1.25404 0.97860 -1.88851
H 2.23006 -0.30350 -1.57617
*
```

Summary:
SMILES: FC/C=C/CF
Kohn-Sham gap (eV): 11.07
HOMO (eV): -10.131
LUMO energy (Ha): 0.0344


Winner for stability: version Q


Version P
Here is a molecular structure, C4H6F2 from the OMol25 dataset. Energies are from the ωB97M-V functional and the def2-TZVPD basis.

Structure (ORCA input):
```
! wB97M-V def2-TZVPD RIJCOSX def2/J DEFGRID3
* xyz 0 1
C -0.16831 0.09264 -0.62759
C 3.10639 -0.19838 -0.01778
C 1.67253 -0.39951 -0.11754
C -1.14788 0.30982 0.39047
F 3.61410 1.05777 -0.00394
F 1.49557 -1.77853 0.03894
H -0.11718 0.98744 -1.23124
H 3.61884 -0.90395 0.51902
H -0.32942 -0.87280 -1.18834
H -1.68247 1.14761 0.02111
H -0.62074 0.65735 1.23785
H -1.72771 -0.65034 0.70145
*
```

Summary:
Kohn-Sham gap (eV): 9.82
HOMO (eV): -8.993
LUMO energy (Ha): 0.0302


Version Q
Here is a molecular structure, C4H6F2 from the OMol25 dataset. Energies are from the ωB97M-V functional and the def2-TZVPD basis.

Structure (ORCA input):
```
! wB97M-V def2-TZVPD RIJCOSX def2/J DEFGRID3
* xyz 0 1
C -1.01422 -0.01930 0.21258
C -0.02944 -1.10268 -0.21620
C 0.96237 0.02166 0.22596
C 0.02324 1.05894 -0.22060
H -1.09794 0.15299 1.28529
H 0.09186 -2.00323 0.44495
H 0.01606 -1.25951 -1.25755
H 1.19704 -0.09782 1.31169
H -0.01918 1.99543 0.37267
H 0.02921 1.31622 -1.27885
F -2.25913 -0.02835 -0.42584
F 2.10013 -0.03434 -0.45411
*
```

Summary:
Kohn-Sham gap (eV): 11.90
HOMO (eV): -10.903
LUMO energy (Ha): 0.0367


Winner for stability: version Q


Version P
Here is a gas-phase ion, C9H10N (charge +1) from the OMol25 dataset. Energies are from the ωB97M-V functional and the def2-TZVPD basis.

Structure (ORCA input):
```
! wB97M-V def2-TZVPD RIJCOSX def2/J DEFGRID3
* xyz 1 1
C 0.11640 2.15330 -1.81341
C 0.58904 2.48125 -0.52044
C -0.16929 0.85749 -2.21098
C 0.51639 1.46591 0.44804
C 0.31086 -0.19143 -1.33239
C 0.20062 0.12743 0.24098
C -0.39126 -0.58624 1.52203
C 1.21160 -1.04386 -2.09654
C -1.28283 -2.31246 2.52283
N -0.72403 -1.77824 1.35842
H 0.01335 3.05230 -2.37448
H 0.86123 3.44429 -0.21206
H -0.23901 0.59464 -3.20908
H 0.70368 1.68707 1.51737
H -0.46911 0.07846 2.37299
H 2.16856 -1.39641 -1.61850
H 0.82488 -1.13925 -3.05385
H -2.02623 -3.19346 2.24500
H -1.73675 -1.57134 3.10407
H -0.47810 -2.72943 3.11000
*
```

Summary:
Kohn-Sham gap (eV): 7.08
HOMO (eV): -13.521
LUMO energy (Ha): -0.2365


Version Q
Here is a gas-phase ion, C9H10N (charge +1) from the OMol25 dataset. Energies are from the ωB97M-V functional and the def2-TZVPD basis.

Structure (ORCA input):
```
! wB97M-V def2-TZVPD RIJCOSX def2/J DEFGRID3
* xyz 1 1
C 3.24695 0.04455 -0.09470
C 1.75254 0.14442 -0.04910
C 0.88573 1.16599 -0.32260
C -0.48437 0.67883 -0.11740
C -1.65611 1.41421 -0.31062
C -2.88757 0.78189 -0.23159
C -2.79027 -0.62627 -0.00732
C -1.62382 -1.31796 0.20083
N -0.50846 -0.65492 0.13314
C 0.80520 -1.24487 0.36538
H 3.30769 0.88705 -0.79781
H 3.58739 -0.94075 -0.55246
H 3.87752 0.32887 0.72936
H 0.91926 2.17977 -0.51854
H -1.67562 2.55347 -0.36225
H -3.81367 1.28285 -0.12272
H -3.64761 -1.09423 0.26856
H -1.57427 -2.33234 0.57077
H 1.09276 -2.06273 -0.14033
H 1.18672 -1.18784 1.35940
*
```

Summary:
SMILES: CC1=Cc2cccc[n+]2C1
Kohn-Sham gap (eV): 8.77
HOMO (eV): -13.197
LUMO energy (Ha): -0.1627


Winner for stability: version Q


Version P
Here is a molecular structure, C5H10S2 from the OMol25 dataset. Energies are from the ωB97M-V functional and the def2-TZVPD basis.

Structure (ORCA input):
```
! wB97M-V def2-TZVPD RIJCOSX def2/J DEFGRID3
* xyz 0 1
C 0.38165 0.91206 -1.50289
C -0.36675 1.21859 -0.21769
C 0.21093 -0.50795 -1.90909
C -0.29352 -0.46947 0.82782
C 0.64943 -0.32050 2.08488
S 0.41554 -1.60602 -0.38264
S -2.07547 -0.74052 1.36096
H -0.07091 1.58292 -2.35415
H 1.44789 1.04604 -1.35849
H 0.09540 2.08167 0.43374
H -1.44180 1.15967 -0.55676
H -0.68482 -0.86384 -2.52067
H 0.99438 -0.76229 -2.57268
H 0.96659 -1.21505 2.58165
H 0.12694 0.26103 2.91423
H 1.51189 0.30783 1.86280
H -1.86738 -2.08415 1.30899
*
```

Summary:
Kohn-Sham gap (eV): 9.39
HOMO (eV): -8.595
LUMO energy (Ha): 0.0292


Version Q
Here is 2 unconnected molecules or ions with the total composition C5H10S2 from the OMol25 dataset. Energies are from the ωB97M-V functional and the def2-TZVPD basis.

Structure (ORCA input):
```
! wB97M-V def2-TZVPD RIJCOSX def2/J DEFGRID3
* xyz 0 1
C 3.34039 -1.04726 -0.67952
C -0.48910 -0.19379 0.87889
C 2.39401 -1.75350 0.18095
C -2.03891 1.90599 -0.59628
C -2.87267 0.79123 0.08505
S 4.96760 -1.09750 -0.79222
S -1.91035 0.14752 1.63990
H 2.77651 -0.27753 -1.16821
H 0.21913 -0.69701 1.58298
H 1.19893 -1.63035 -0.08591
H 2.43099 -1.21561 1.14249
H 2.45201 -2.82148 0.26811
H -2.44550 2.35462 -1.57709
H -2.07229 2.71820 0.12790
H -1.00485 1.54357 -0.86092
H -3.14686 -0.13925 -0.48231
H -3.79904 1.41214 0.33619
*
```

Summary:
Kohn-Sham gap (eV): 8.23
HOMO (eV): -8.564
LUMO energy (Ha): -0.0122


Winner for stability: version P


Version P
Here is 2 unconnected molecules or ions with the total composition C3H5O3 from the OMol25 dataset. Energies are from the ωB97M-V functional and the def2-TZVPD basis.

Structure (ORCA input):
```
! wB97M-V def2-TZVPD RIJCOSX def2/J DEFGRID3
* xyz -1 1
C -1.02408 0.18899 -1.58374
C 0.64446 0.66910 1.27495
C 0.44910 -0.21564 -0.05357
O -1.07859 1.29289 -1.99544
O -1.54893 -0.90170 -1.65560
O -0.03973 -1.51189 0.15780
H 1.45730 1.33762 1.07771
H -0.27858 1.30660 1.49488
H 0.85376 0.02156 2.16819
H 1.45198 -0.55414 -0.54304
H -0.88667 -1.63339 -0.34214
*
```

Summary:
Kohn-Sham gap (eV): 7.19
HOMO (eV): -2.774
LUMO energy (Ha): 0.1624


Version Q
Here is 2 unconnected molecules or ions with the total composition C3H5O3 from the OMol25 dataset. Energies are from the ωB97M-V functional and the def2-TZVPD basis.

Structure (ORCA input):
```
! wB97M-V def2-TZVPD RIJCOSX def2/J DEFGRID3
* xyz -1 1
O 0.56846 3.60577 1.06567
C 0.15542 2.45983 1.06124
C 0.46498 1.41165 0.06398
H -0.52859 2.17928 1.88297
H 0.99371 0.55963 0.48710
H -0.50607 0.95592 -0.18535
H 0.86204 1.71263 -0.88633
O 0.49214 -1.82427 -0.35757
C -0.44315 -2.30795 -1.03553
O -1.19832 -3.25313 -0.78574
H -0.65561 -1.77469 -2.00756
*
```

Summary:
Kohn-Sham gap (eV): 7.65
HOMO (eV): -4.066
LUMO energy (Ha): 0.1317


Winner for stability: version Q


Version P
Here is a molecular structure, C3H5O3 from the OMol25 dataset. Energies are from the ωB97M-V functional and the def2-TZVPD basis.

Structure (ORCA input):
```
! wB97M-V def2-TZVPD RIJCOSX def2/J DEFGRID3
* xyz -1 1
C 2.04657 0.57747 -1.28508
C 0.78736 0.07770 -1.15872
O 0.36934 -1.03073 -0.60029
H 2.11886 1.60816 -1.59855
H 2.93108 -0.00268 -1.06428
H 0.02772 0.63111 -1.72479
H -0.14735 -0.80657 0.39925
O -0.88004 -0.23641 1.24682
C -2.02993 -0.28372 1.80452
O -2.39896 -0.46148 2.95190
H -2.82464 -0.07285 1.02921
*
```

Summary:
Kohn-Sham gap (eV): 8.81
HOMO (eV): -4.512
LUMO energy (Ha): 0.1579


Version Q
Here is 2 unconnected molecules or ions with the total composition C3H5O3 from the OMol25 dataset. Energies are from the ωB97M-V functional and the def2-TZVPD basis.

Structure (ORCA input):
```
! wB97M-V def2-TZVPD RIJCOSX def2/J DEFGRID3
* xyz -1 1
C 2.54986 0.49324 -1.40234
C 1.39265 -0.18070 -1.38294
O 0.97372 -0.92215 -0.33931
H 2.72614 1.28130 -2.13070
H 3.41284 0.25433 -0.79672
H 0.66033 -0.17249 -2.18444
H -0.02367 -0.50527 -0.09599
O -1.29372 -0.14121 0.11731
C -1.42732 0.24409 1.32598
O -2.46555 0.56607 1.90053
H -0.48888 0.26273 1.92251
*
```

Summary:
Kohn-Sham gap (eV): 8.85
HOMO (eV): -4.609
LUMO energy (Ha): 0.1560


Winner for stability: version Q